DFT (wB97M-V/def2-TZVPD) results for a 8-piece molecular cluster, C34H88N4O14 overall at a distorted geometry.

The charge is 0. The calculation puts the HOMO energy at -8.873 eV. The energy above the lowest of the compared OMol25 structures with the same formula, charge and spin comes out at 0.0000 eV. The calculation puts the LUMO energy at 0.0269 hartree. The value obtained for the total energy is -2620.34000 Ha. The SMILES is COCCNCCOC.COCCNCCOC.COCCNCCOC.COCCNCCOC.CC(C)O.CC(C)O.OCCO.OCCO. As for the HOMO-LUMO gap: 9.6 eV.

Structure (XYZ):
```
140
Properties=species:S:1:pos:R:3:lowdin_charge:R:1
C 6.77 -21.50 3.67 -0.08
O 5.39 -21.33 3.16 -0.19
C 4.83 -20.11 3.77 -0.16
C 3.30 -20.14 3.42 -0.18
N 2.62 -18.93 3.90 -0.05
C 1.26 -18.74 3.47 -0.20
C 0.30 -19.86 3.85 -0.21
O 0.19 -19.94 5.25 -0.23
C -0.51 -21.07 5.74 -0.08
H 6.81 -21.82 4.71 0.06
H 7.31 -20.55 3.64 0.07
H 7.40 -22.20 3.11 0.08
H 5.23 -19.15 3.44 0.12
H 4.95 -20.24 4.85 0.09
H 2.85 -21.07 3.76 0.10
H 3.14 -20.14 2.34 0.12
H 2.62 -18.86 4.91 0.07
H 1.14 -18.57 2.40 0.12
H 0.88 -17.88 4.02 0.12
H 0.63 -20.83 3.47 0.12
H -0.72 -19.74 3.48 0.12
H -0.73 -21.07 6.81 0.07
H 0.08 -21.95 5.47 0.09
H -1.49 -21.25 5.29 0.10
C 6.70 -19.58 6.97 -0.11
O 5.60 -19.02 7.64 -0.20
C 5.75 -17.61 7.97 -0.16
C 4.49 -17.15 8.66 -0.21
N 4.32 -17.72 9.99 -0.07
C 5.12 -17.02 11.07 -0.12
C 5.03 -17.84 12.41 -0.19
O 5.47 -19.23 12.34 -0.20
C 5.54 -19.84 13.65 -0.09
H 6.68 -20.66 6.80 0.08
H 7.68 -19.51 7.46 0.09
H 6.86 -19.10 6.01 0.09
H 5.98 -16.97 7.12 0.13
H 6.53 -17.45 8.71 0.11
H 3.65 -17.27 7.98 0.10
H 4.58 -16.07 8.81 0.13
H 4.57 -18.70 10.01 0.11
H 4.75 -15.99 11.18 0.12
H 6.18 -17.08 10.81 0.10
H 4.00 -17.79 12.75 0.11
H 5.53 -17.30 13.21 0.11
H 5.99 -19.20 14.41 0.08
H 6.17 -20.73 13.69 0.08
H 4.54 -20.11 13.97 0.07
C 0.83 -24.24 8.13 -0.15
O -0.20 -23.35 8.31 -0.20
C -0.71 -23.25 9.66 -0.15
C -2.09 -22.47 9.65 -0.16
N -1.90 -21.00 9.43 -0.04
C -3.21 -20.37 9.24 -0.21
C -3.01 -18.94 8.76 -0.23
O -2.56 -19.03 7.43 -0.21
C -2.65 -17.80 6.66 -0.06
H 0.47 -25.27 8.08 0.10
H 1.51 -24.15 8.98 0.08
H 1.38 -23.95 7.23 0.08
H 0.01 -22.82 10.36 0.11
H -0.97 -24.21 10.10 0.09
H -2.54 -22.51 10.64 0.11
H -2.81 -22.87 8.94 0.11
H -1.41 -20.90 8.55 0.06
H -3.70 -20.31 10.21 0.12
H -3.90 -20.87 8.55 0.12
H -2.30 -18.45 9.42 0.11
H -3.98 -18.43 8.78 0.12
H -2.17 -17.96 5.70 0.08
H -2.23 -16.93 7.17 0.07
H -3.70 -17.64 6.46 0.08
C 1.10 -19.84 11.30 -0.10
O 0.65 -20.66 12.36 -0.18
C 1.66 -21.48 12.98 -0.21
C 1.05 -22.48 13.96 -0.20
N 0.45 -23.59 13.23 -0.06
C -0.45 -24.40 14.03 -0.21
C -1.13 -25.50 13.20 -0.18
O -2.01 -24.92 12.16 -0.22
C -2.59 -25.95 11.37 -0.13
H 0.34 -19.54 10.58 0.08
H 1.87 -20.40 10.76 0.07
H 1.67 -19.00 11.68 0.07
H 2.40 -20.87 13.50 0.10
H 2.23 -22.09 12.28 0.12
H 0.22 -21.99 14.48 0.12
H 1.82 -22.81 14.66 0.12
H -0.09 -23.14 12.50 0.08
H -1.29 -23.78 14.35 0.12
H 0.08 -24.85 14.86 0.12
H -1.71 -26.09 13.90 0.11
H -0.43 -26.14 12.67 0.12
H -3.27 -26.55 11.96 0.09
H -1.85 -26.56 10.85 0.08
H -3.22 -25.58 10.56 0.08
C 4.16 -24.49 8.25 -0.04
C 5.07 -24.27 7.06 -0.45
C 4.33 -24.14 5.70 -0.03
O 5.68 -23.02 7.15 -0.11
H 4.68 -24.92 9.11 0.08
H 3.44 -25.24 7.96 0.07
H 3.60 -23.59 8.54 0.06
H 5.83 -25.03 6.94 0.15
H 5.02 -24.20 4.86 0.08
H 3.78 -23.21 5.61 0.07
H 3.59 -24.93 5.57 0.07
H 5.02 -22.33 7.12 0.02
C 5.77 -22.14 10.28 -0.05
C 7.21 -22.52 10.13 -0.53
C 7.80 -22.93 11.47 -0.05
O 7.36 -23.57 9.26 -0.03
H 5.16 -23.00 10.56 0.08
H 5.40 -21.81 9.31 0.06
H 5.47 -21.49 11.10 0.06
H 7.78 -21.68 9.73 0.13
H 7.29 -23.82 11.85 0.08
H 7.66 -22.20 12.26 0.06
H 8.85 -23.21 11.37 0.08
H 6.70 -23.43 8.58 0.03
O 2.09 -18.73 6.78 -0.08
C 2.04 -19.63 7.88 -0.20
C 2.52 -21.01 7.45 -0.20
O 3.89 -21.10 7.18 -0.08
H 1.49 -19.10 6.12 0.03
H 2.62 -19.38 8.77 0.10
H 1.04 -19.70 8.30 0.11
H 2.01 -21.35 6.55 0.11
H 2.27 -21.73 8.24 0.11
H 4.16 -20.20 6.98 0.06
O 1.73 -16.77 10.45 -0.08
C 1.19 -16.09 9.34 -0.26
C -0.28 -16.25 9.17 -0.24
O -0.88 -16.22 10.48 -0.05
H 2.59 -17.04 10.12 0.01
H 1.34 -15.03 9.53 0.12
H 1.66 -16.50 8.44 0.11
H -0.45 -17.19 8.65 0.09
H -0.63 -15.49 8.47 0.12
H -0.22 -16.55 11.10 0.07
```